20
Properties=species:S:1:pos:R:3:forces:R:3 method="wB97M-V/def2-TZVPD" fmax_ev_per_a=4.7 e_above_lowest_kcal_mol=73.4 smiles="C=NC(=C)C.C=CN" gap_ev=8.7 spin_multiplicity=1 e_tot_ha=-345.2109 mol_weight_g_mol=112.18
N -0.3753 0.2291 -1.0327 0.5 0.9 0.9
N -1.6224 1.6666 1.0377 -0.8 0.6 -0.2
C -0.2757 1.5273 1.2840 0.7 -2.0 1.5
C -0.0642 -1.9311 0.0588 0.2 0.3 1.5
C -0.4233 0.6113 -2.2350 0.1 -0.9 0.5
C 0.5939 -0.6826 -0.4778 -0.2 -1.6 -4.4
C 1.8287 -0.7685 -1.0329 -0.9 0.3 0.4
C 0.2442 0.5859 2.1381 -0.7 2.6 0.1
H -2.2335 1.0662 1.5722 0.3 -0.1 0.2
H 0.4303 -2.8297 -0.3017 0.0 0.1 -0.1
H 0.0250 -1.9214 1.1449 0.0 -0.2 0.2
H 2.2143 -0.0228 -1.7107 0.0 0.4 0.2
H -1.8734 1.5668 0.0612 0.3 0.2 0.1
H -0.4127 0.1395 2.8723 -0.3 -0.6 -0.3
H 2.4226 -1.6638 -0.9684 0.2 -0.1 0.6
H -1.1427 1.3766 -2.5001 -0.2 0.1 -0.1
H -1.1357 -2.0007 -0.1222 0.1 0.2 -0.4
H 0.4011 2.1847 0.7540 -0.2 0.0 -0.3
H 0.1484 0.1530 -3.0418 0.4 0.1 -0.1
H 1.2505 0.7136 2.5002 0.4 -0.2 -0.3